{
  "formula": "C63H133F9N13O25S3",
  "method": "ωB97M-V with the def2-TZVPD basis set",
  "homo_energy_ev": -8.40,
  "lumo_ev": -7.0345,
  "homo_lumo_gap_ev": 1.361,
  "spin_multiplicity": 1,
  "total_charge": 3,
  "energy_ev": -194969.8335,
  "elements": ["C", "O", "C", "C", "N", "H", "H", "C", "C", "O", "C", "H", "H", "H", "H", "H", "H", "H", "H", "H", "H", "H", "H", "H", "H", "C", "O", "C", "C", "N", "H", "H", "C", "C", "O", "C", "H", "H", "H", "H", "H", "H", "H", "H", "H", "H", "H", "H", "H", "H", "C", "O", "C", "C", "N", "H", "H", "C", "C", "O", "C", "H", "H", "H", "H", "H", "H", "H", "H", "H", "H", "H", "H", "H", "H", "C", "O", "C", "C", "N", "H", "H", "C", "C", "O", "C", "H", "H", "H", "H", "H", "H", "H", "H", "H", "H", "H", "H", "H", "H", "C", "O", "C", "C", "N", "H", "H", "C", "C", "O", "C", "H", "H", "H", "H", "H", "H", "H", "H", "H", "H", "H", "H", "H", "H", "C", "C", "N", "C", "C", "N", "C", "C", "H", "H", "H", "H", "H", "H", "H", "H", "H", "H", "H", "C", "C", "N", "C", "C", "N", "C", "C", "H", "H", "H", "H", "H", "H", "H", "H", "H", "H", "H", "C", "C", "N", "C", "C", "N", "C", "C", "H", "H", "H", "H", "H", "H", "H", "H", "H", "H", "H", "C", "C", "N", "C", "C", "N", "C", "C", "H", "H", "H", "H", "H", "H", "H", "H", "H", "H", "H", "C", "C", "O", "O", "H", "H", "H", "C", "C", "O", "O", "H", "H", "H", "C", "C", "O", "O", "H", "H", "H", "C", "F", "F", "F", "S", "O", "O", "O", "C", "F", "F", "F", "S", "O", "O", "O", "C", "F", "F", "F", "S", "O", "O", "O"],
  "coordinates": [[-1.2486, -5.1572, -5.7480], [-2.2409, -4.3612, -5.1061], [-3.5703, -4.5162, -5.5719], [-4.5243, -3.8089, -4.6203], [-4.0309, -4.0143, -3.1553], [-3.7141, -4.9733, -3.1442], [-3.1757, -3.4914, -3.0319], [-5.0887, -3.6939, -2.0490], [-4.5413, -3.6848, -0.6429], [-3.3295, -2.9958, -0.4019], [-2.6001, -3.0948, 0.8046], [-0.2979, -4.6594, -5.5571], [-1.3871, -5.2810, -6.8221], [-1.2541, -6.1880, -5.3938], [-3.7532, -5.5833, -5.4457], [-3.4857, -4.1714, -6.6024], [-5.5861, -4.0521, -4.6572], [-4.6465, -2.7434, -4.8153], [-5.8833, -4.4332, -2.1494], [-5.4459, -2.7097, -2.3520], [-4.2334, -4.7158, -0.4689], [-5.2866, -3.4167, 0.1059], [-2.6634, -4.1353, 1.1234], [-3.0565, -2.5635, 1.6398], [-1.5594, -2.8678, 0.5733], [1.0801, -0.1232, 0.2572], [-0.3138, -0.4013, 0.0903], [-0.8416, 0.2845, -0.9845], [-2.3115, 0.1118, -0.9071], [-2.9086, 0.6264, 0.4226], [-3.9055, 0.5666, 0.5738], [-2.6140, 0.1695, 1.2738], [-2.5083, 2.0636, 0.8477], [-3.4650, 2.6363, 1.8941], [-3.7413, 1.7287, 2.9741], [-2.8358, 1.8119, 4.0753], [1.6737, -0.4518, -0.5959], [1.3944, -0.7360, 1.1021], [1.1266, 0.9308, 0.5312], [-0.4687, -0.0116, -1.9650], [-0.5132, 1.3234, -0.9552], [-2.5166, -0.9582, -0.9390], [-2.8792, 0.6273, -1.6818], [-2.5340, 2.8189, 0.0621], [-1.4501, 2.0204, 1.1053], [-4.4107, 2.8660, 1.4034], [-3.1774, 3.5757, 2.3662], [-3.2040, 1.1377, 4.8485], [-2.9518, 2.7953, 4.5311], [-1.7976, 1.6872, 3.7674], [8.0064, -6.6161, -2.4856], [7.8966, -5.5928, -1.5332], [6.5674, -5.1245, -1.3525], [6.6722, -3.6902, -0.7991], [7.6388, -2.8973, -1.6719], [7.9362, -2.0227, -1.2636], [8.4779, -3.4588, -1.6992], [7.1866, -2.6435, -3.1029], [6.1800, -1.4333, -3.1725], [5.0203, -1.6818, -2.3607], [4.0153, -2.6315, -2.7808], [7.5275, -6.5496, -3.4625], [7.5237, -7.4977, -2.0637], [9.0589, -6.8518, -2.6435], [6.0962, -5.7783, -0.6187], [5.9515, -5.1920, -2.2493], [7.1942, -3.6795, 0.1577], [5.6846, -3.2311, -0.7534], [6.8629, -3.5966, -3.5211], [8.1129, -2.3246, -3.5808], [5.8975, -1.1921, -4.1973], [6.5936, -0.5076, -2.7724], [4.3126, -3.5474, -2.2701], [4.1634, -2.9573, -3.8103], [3.0081, -2.3166, -2.5078], [3.2182, 0.6654, -4.2239], [2.0275, 0.6610, -5.0378], [1.3256, -0.6051, -4.9588], [0.6993, -0.9102, -6.2779], [1.6281, -0.4666, -7.4289], [1.0839, -0.2927, -8.2618], [2.0821, 0.3789, -7.1143], [2.7784, -1.3911, -7.6941], [4.0627, -0.5610, -8.0665], [4.3926, 0.2670, -7.0561], [5.6242, 0.9269, -7.2506], [3.0424, 0.2634, -3.2261], [3.5032, 1.7173, -4.2433], [3.9119, -0.0442, -4.6750], [0.5566, -0.4382, -4.2046], [1.9910, -1.4126, -4.6531], [-0.2302, -0.4143, -6.5575], [0.5455, -1.9834, -6.3906], [2.4934, -1.9065, -8.6113], [2.8548, -2.0407, -6.8221], [3.9586, 0.0861, -8.9375], [4.9009, -1.2202, -8.2925], [6.0093, 1.4342, -6.3660], [5.5899, 1.6520, -8.0636], [6.4417, 0.2711, -7.5500], [0.8952, -5.1238, -2.7575], [1.3363, -4.9417, -1.4440], [0.7381, -5.9409, -0.5497], [0.3922, -5.6464, 0.9376], [1.3870, -4.6247, 1.4991], [1.7747, -3.8947, 0.9186], [0.8888, -4.1102, 2.2112], [2.6610, -5.1839, 2.1784], [3.5155, -4.1365, 2.8228], [3.8245, -3.1041, 1.8495], [4.3864, -1.9167, 2.4638], [1.1942, -4.2136, -3.2774], [-0.1881, -5.0237, -2.8247], [1.0861, -6.0868, -3.2311], [1.5144, -6.7048, -0.5062], [-0.1824, -6.3488, -0.9673], [0.4058, -6.5530, 1.5425], [-0.5273, -5.0801, 1.0858], [3.2962, -5.6544, 1.4280], [2.2703, -5.9052, 2.8963], [4.4774, -4.5293, 3.1523], [3.0792, -3.7024, 3.7224], [4.1075, -1.7575, 3.5054], [3.9181, -1.0798, 1.9457], [5.4475, -1.7215, 2.3087], [-0.9298, 4.9802, 3.9233], [0.4933, 4.5327, 4.4374], [0.5570, 3.1141, 4.5669], [0.8915, 2.1682, 3.6131], [1.0178, 0.9120, 4.2322], [0.7950, 1.1262, 5.5709], [0.5701, 2.4452, 5.7487], [0.8390, 0.1605, 6.6051], [-1.7546, 4.5522, 4.4931], [-1.0160, 4.5902, 2.9091], [-0.9676, 6.0690, 3.8902], [0.5051, 4.8649, 5.4755], [1.3576, 4.9346, 3.9086], [1.0790, 2.4188, 2.5795], [1.3462, -0.0287, 3.8155], [0.4672, 2.8778, 6.7329], [-0.1879, 0.0270, 6.9453], [1.4397, 0.5626, 7.4209], [1.3250, -0.7119, 6.1684], [4.3231, 5.3869, 2.6363], [5.7300, 4.9130, 2.4424], [5.8697, 3.9208, 1.4216], [7.0371, 3.5333, 0.8875], [6.9100, 2.5405, -0.0005], [5.5720, 2.2669, -0.0754], [4.9279, 3.1153, 0.7890], [4.9898, 1.1602, -0.8595], [3.5452, 4.6260, 2.6997], [3.9694, 5.9919, 1.8015], [4.2241, 5.9885, 3.5399], [6.1194, 4.4771, 3.3624], [6.5037, 5.6763, 2.3601], [7.9774, 4.0264, 1.0851], [7.6431, 1.9153, -0.4884], [3.8584, 3.1153, 0.9393], [5.3357, 0.1667, -0.5740], [5.2084, 1.3620, -1.9081], [3.9275, 1.0613, -0.6364], [-7.3482, -4.9137, 3.2264], [-6.1588, -4.4937, 4.1001], [-5.8411, -3.0461, 4.1791], [-5.7749, -2.1117, 3.2031], [-5.6681, -0.8080, 3.7282], [-5.6306, -0.9696, 5.1056], [-5.7891, -2.3117, 5.3588], [-5.7143, 0.1037, 6.1146], [-7.1925, -4.7840, 2.1554], [-8.3207, -4.4604, 3.4180], [-7.4537, -5.9920, 3.3452], [-5.2033, -5.0171, 4.0649], [-6.2536, -4.7080, 5.1646], [-5.9493, -2.4022, 2.1776], [-5.8014, 0.1712, 3.2926], [-5.7907, -2.7070, 6.3638], [-5.0944, -0.0223, 7.0023], [-6.7508, 0.1945, 6.4395], [-5.4397, 1.0687, 5.6886], [2.2503, 8.6760, 1.9191], [1.9516, 8.4246, 0.4196], [0.5201, 8.3689, 0.2853], [-0.3272, 9.3222, -0.2018], [-1.6339, 9.0082, -0.1185], [-1.6359, 7.7525, 0.5089], [-0.2746, 7.3091, 0.5349], [-2.8630, 7.1247, 0.9406], [2.1605, 7.7739, 2.5242], [1.5686, 9.4498, 2.2720], [3.3036, 8.9559, 1.9336], [2.3297, 7.5087, -0.0346], [2.3311, 9.3241, -0.0650], [0.0937, 10.2788, -0.4742], [-2.5450, 9.5493, -0.3271], [0.0474, 6.3157, 0.8104], [-3.2746, 7.8262, 1.6663], [-2.6032, 6.1654, 1.3882], [-3.5913, 7.0617, 0.1320], [-1.8440, -1.7987, 4.1712], [-0.6852, -2.6505, 3.6026], [0.2295, -2.1305, 2.9653], [-0.5952, -3.8054, 4.0088], [-2.2175, -1.0494, 3.4733], [-1.5539, -1.1828, 5.0224], [-2.6913, -2.4279, 4.4438], [1.6344, 3.9739, -1.8212], [0.7899, 4.0168, -0.4671], [1.4274, 3.9033, 0.6048], [-0.4217, 4.2368, -0.6175], [1.5515, 3.0640, -2.4156], [2.6983, 3.9550, -1.5847], [1.4068, 4.8320, -2.4536], [-3.1145, -0.1270, -5.2611], [-4.3908, 0.3312, -4.5723], [-4.6831, 0.0697, -3.4321], [-5.3366, 0.9596, -5.0743], [-2.4510, 0.7335, -5.3468], [-3.2830, -0.5857, -6.2354], [-2.5828, -0.8053, -4.5938], [-2.3763, -0.0400, 8.8421], [-1.1262, -0.3238, 9.1998], [-2.6716, -0.7115, 7.6971], [-3.2524, -0.3512, 9.7465], [-2.6030, 1.8708, 8.6694], [-2.1428, 2.1512, 7.3031], [-4.0729, 2.1296, 8.8826], [-1.7993, 2.4705, 9.7365], [-8.2398, 1.1061, 0.5923], [-8.1705, 2.3715, 0.3107], [-8.3121, 0.9881, 1.9371], [-9.3136, 0.5429, 0.0575], [-6.6209, 0.0759, -0.0325], [-6.9844, -1.2823, 0.2984], [-6.6002, 0.3826, -1.4713], [-5.4986, 0.6126, 0.7591], [-5.7530, 5.3272, -2.9275], [-6.0381, 5.1148, -4.2259], [-4.8267, 6.2962, -2.8754], [-6.9104, 5.6693, -2.3673], [-5.0417, 3.7185, -2.1956], [-5.2492, 3.7631, -0.7173], [-5.8594, 2.6579, -2.7614], [-3.6560, 3.6973, -2.6152]],
  "forces_ev_per_angstrom": [[-0.6, 0.0, 0.0], [1.1, 0.6, 0.8], [0.7, -1.0, 0.5], [-0.3, 1.6, 0.7], [-1.1, -0.1, -0.7], [-0.1, -0.6, 0.5], [0.1, 0.8, 0.2], [0.6, 1.5, -1.2], [1.4, -1.6, 1.4], [0.2, 1.7, -2.0], [-1.1, -1.5, -0.2], [0.0, -0.2, 0.0], [-0.2, 0.5, -0.2], [0.1, -0.1, 0.5], [-0.5, -0.4, -0.8], [-1.3, -0.1, -0.1], [0.2, -1.1, -0.1], [0.8, 0.4, 0.4], [0.1, 0.1, 0.1], [-0.2, 0.2, 0.1], [-0.4, -0.8, 0.4], [-0.5, 0.2, -0.5], [0.3, -0.5, 0.2], [0.2, 0.6, -0.1], [-0.2, 0.5, 0.3], [-1.4, -0.6, 1.1], [1.7, -1.1, 0.4], [-0.2, 1.6, -0.2], [-1.7, 0.3, 0.9], [2.5, 2.1, 0.6], [-2.2, -0.1, -1.2], [0.7, -1.1, -0.1], [0.1, 0.7, -0.5], [-0.6, -0.8, 0.7], [0.3, -0.5, -0.1], [-1.2, 0.8, -0.3], [0.1, 0.4, -0.5], [0.0, 0.0, 0.2], [0.7, 0.3, -0.4], [0.0, -0.8, -0.3], [-0.3, 0.5, 0.2], [-0.4, 0.2, -0.1], [-0.1, -0.1, -0.3], [-0.3, -0.5, -0.8], [0.0, -0.2, 0.5], [-0.1, -0.3, -0.2], [0.7, 0.2, -0.4], [0.5, -0.4, -0.2], [0.2, 0.2, 0.1], [0.2, -0.4, 0.1], [0.2, -2.1, 0.2], [-0.4, 1.6, -0.8], [0.8, 0.0, 0.7], [0.4, -0.5, -0.1], [-1.3, -0.3, -0.8], [-0.3, 0.4, 0.4], [0.5, -0.7, -0.2], [0.4, 1.5, 0.4], [-0.9, -1.6, 0.6], [-0.1, 0.9, -0.3], [2.0, -0.8, 0.2], [-0.1, 1.2, -0.1], [0.2, -0.4, 0.1], [-0.1, 0.2, 0.1], [-0.3, 0.2, 0.3], [0.2, 0.1, -0.3], [-0.4, -0.2, 0.2], [0.4, 0.3, 0.1], [-0.2, 0.3, 0.0], [-0.1, -0.2, -0.5], [0.1, -0.4, -0.3], [0.4, -0.2, 0.2], [-0.8, -0.3, 0.4], [-0.4, 0.7, -0.5], [0.3, 0.1, -0.1], [-1.0, -0.2, -0.8], [0.1, -1.2, 0.2], [0.2, 1.8, 0.6], [-0.2, 0.1, -2.0], [0.4, -0.8, 1.3], [-0.1, 0.2, -0.3], [-0.2, 1.1, 0.4], [0.5, 1.0, -1.6], [-0.7, -1.2, -0.9], [0.6, 1.2, 2.8], [1.0, 0.5, -0.6], [-0.4, 0.5, 0.3], [0.5, -0.3, 0.3], [0.5, 0.4, -0.2], [-0.2, -0.6, 0.0], [0.2, 0.0, 0.0], [-0.2, 0.1, 0.8], [-0.1, 0.0, -0.1], [0.2, -0.6, 0.3], [0.4, 0.0, -0.3], [-0.7, -0.4, -0.7], [-0.1, -0.6, -0.1], [-0.7, 0.0, 0.2], [-0.4, 0.2, 0.0], [-0.1, -0.7, 0.0], [-1.4, 1.0, -0.3], [-0.8, -0.5, 2.1], [0.8, -0.7, 0.1], [1.1, 2.8, -1.2], [2.0, -1.2, 1.3], [-0.6, 0.2, -1.1], [-0.7, 0.9, 1.3], [-0.9, -0.4, -0.5], [0.6, 1.4, 0.2], [0.3, 0.2, 0.9], [-1.1, 0.7, -0.9], [0.7, -0.5, -0.5], [-0.4, -0.1, 0.3], [0.8, 0.1, 0.0], [-0.3, -0.5, -0.1], [0.1, -0.1, -0.3], [0.1, 0.2, -0.1], [-0.3, -0.5, -0.2], [-0.5, -0.3, -0.2], [0.4, 0.0, 0.1], [-0.1, -0.7, 0.0], [-0.5, 0.2, -0.2], [0.1, -0.6, 0.1], [-0.2, 0.1, -0.1], [0.3, -0.9, 0.2], [1.5, -0.5, -0.8], [-2.3, 1.3, 1.1], [1.4, -3.5, 1.0], [0.2, -1.7, 0.2], [0.0, 2.5, -0.9], [0.1, 2.9, -1.8], [-0.3, -0.3, -0.1], [0.0, -0.4, 0.9], [0.3, 0.2, 0.3], [-0.2, 0.1, -0.2], [-0.1, -0.1, 0.1], [0.5, 0.4, 0.0], [-0.3, -0.1, -0.2], [-0.3, 0.3, -0.1], [-0.5, -0.1, 0.1], [-0.4, 0.1, -0.1], [0.2, -0.6, 0.1], [-0.1, -0.2, 0.1], [-0.4, -0.2, 0.4], [-0.9, 0.8, -0.3], [0.3, 0.2, 2.0], [-1.9, -2.7, -3.0], [3.0, 0.8, 0.0], [-0.4, -0.8, -0.2], [-1.0, 0.6, 1.6], [1.1, 0.0, 0.2], [-0.4, 0.3, 0.3], [0.4, -0.5, 0.1], [0.2, 0.2, -0.1], [0.3, 0.0, 0.0], [-0.4, -0.6, 0.2], [-0.4, 0.4, -1.0], [-0.2, 0.1, 0.4], [0.0, 0.4, -0.1], [-0.3, 0.3, 0.0], [0.7, 0.3, 0.2], [-0.4, -0.1, 0.0], [-0.1, 0.6, -0.4], [0.6, -0.4, -0.3], [0.5, 0.6, 1.6], [-0.2, 2.7, 2.5], [-0.2, 1.8, -1.2], [-0.4, -2.1, 0.3], [-0.5, -2.5, -0.6], [0.6, 0.5, -0.7], [-0.4, 0.5, 0.2], [0.4, 0.3, 0.0], [0.3, 0.2, 0.6], [-0.1, 0.0, 0.2], [0.0, -0.2, -1.6], [-1.2, -0.2, 0.1], [0.0, 0.4, -0.1], [0.4, -0.1, -0.4], [-0.1, -0.2, -0.2], [0.1, -0.5, -0.3], [0.0, -0.1, 0.0], [0.1, -0.3, -0.3], [0.7, -0.9, -0.9], [0.0, 0.4, 1.1], [-3.2, -1.6, -1.4], [0.9, 3.0, -0.5], [0.8, -1.7, 1.6], [3.9, 0.0, -2.2], [-3.1, 1.2, 1.5], [-0.1, -0.2, 0.3], [-0.3, 0.0, 0.0], [0.4, 0.1, 0.1], [-0.1, 0.4, 0.5], [0.4, 0.2, 0.2], [-0.2, -0.3, -0.6], [-0.1, -0.1, -0.2], [0.2, 0.0, 0.0], [-0.1, -0.1, 0.1], [-0.1, -0.4, 0.3], [-0.4, 0.0, -0.2], [0.3, -0.5, -0.1], [-0.3, 0.2, -0.8], [-0.6, 0.5, 2.3], [1.8, 1.9, -2.4], [-0.6, -2.5, 0.0], [0.1, 0.0, -0.4], [0.3, -0.4, 0.3], [0.1, -0.1, 0.2], [0.4, -0.3, 0.9], [-0.7, 0.4, -2.2], [1.1, -0.4, 1.2], [0.6, -0.1, 0.5], [-0.8, -0.1, 0.0], [0.3, 0.5, 0.2], [-0.1, -0.1, 0.0], [0.7, 0.2, 0.2], [-4.2, 1.8, -1.2], [3.4, -4.2, 6.2], [1.2, 1.0, -5.2], [0.0, 0.3, -0.4], [-0.1, 0.1, -0.1], [0.0, -0.4, 0.1], [-0.5, 2.9, -0.8], [0.0, -0.6, 0.1], [0.3, 0.0, 0.2], [-0.3, -1.4, 1.1], [-2.5, 1.9, 1.2], [0.4, -0.5, 0.0], [3.0, -1.4, -1.0], [-0.1, -1.2, -1.2], [2.5, -1.9, -0.1], [-0.1, 0.7, -0.4], [-0.2, -0.1, 0.3], [-0.2, 0.2, 0.0], [-2.2, 2.8, -3.4], [0.3, -1.4, 0.9], [0.2, -0.9, 3.0], [-0.2, -0.4, 0.5], [0.1, -2.1, -0.6], [0.4, 0.2, 0.2], [-0.4, 0.7, 0.4], [0.4, 0.6, 0.5], [-2.1, -2.9, 1.1], [0.9, 1.2, -1.1], [0.6, 1.9, 0.0], [0.6, 0.7, 0.1]],
  "lowdin_charge": [-0.093, -0.237, -0.171, -0.041, 0.094, 0.153, 0.148, -0.027, -0.184, -0.216, -0.077, 0.071, 0.093, 0.092, 0.128, 0.144, 0.144, 0.130, 0.145, 0.140, 0.115, 0.118, 0.081, 0.085, 0.085, -0.078, -0.176, -0.248, -0.034, 0.125, 0.059, 0.135, -0.064, -0.163, -0.211, -0.091, 0.068, 0.062, 0.080, 0.115, 0.116, 0.105, 0.136, 0.117, 0.103, 0.108, 0.112, 0.072, 0.074, 0.071, -0.090, -0.181, -0.192, -0.056, 0.077, 0.175, 0.161, -0.039, -0.149, -0.249, -0.057, 0.093, 0.099, 0.107, 0.142, 0.114, 0.145, 0.109, 0.130, 0.141, 0.118, 0.115, 0.065, 0.098, 0.091, -0.073, -0.182, -0.169, -0.050, 0.078, 0.186, 0.142, -0.041, -0.224, -0.211, -0.073, 0.071, 0.110, 0.060, 0.133, 0.102, 0.137, 0.131, 0.141, 0.127, 0.143, 0.135, 0.094, 0.105, 0.094, -0.134, -0.196, -0.145, -0.032, 0.088, 0.145, 0.094, -0.064, -0.184, -0.209, -0.078, 0.078, 0.077, 0.103, 0.123, 0.126, 0.145, 0.107, 0.128, 0.146, 0.135, 0.132, 0.095, 0.067, 0.077, -0.031, -0.145, -0.044, -0.012, 0.002, -0.089, 0.014, 0.020, 0.072, 0.055, 0.078, 0.127, 0.112, 0.094, 0.106, 0.171, 0.084, 0.118, 0.110, -0.061, -0.172, -0.016, -0.046, -0.027, -0.070, 0.079, 0.015, 0.063, 0.079, 0.097, 0.140, 0.144, 0.153, 0.137, 0.136, 0.081, 0.095, 0.095, -0.042, -0.152, -0.043, -0.024, 0.033, -0.060, 0.012, 0.032, 0.068, 0.093, 0.082, 0.124, 0.117, 0.099, 0.122, 0.159, 0.085, 0.110, 0.101, -0.050, -0.154, -0.074, -0.046, 0.023, -0.058, 0.067, 0.026, 0.057, 0.093, 0.080, 0.128, 0.130, 0.139, 0.150, 0.132, 0.108, 0.092, 0.115, -0.002, -0.808, -0.079, -0.040, 0.049, 0.062, 0.066, -0.021, -0.773, -0.125, -0.025, 0.042, 0.025, 0.070, -0.059, -0.841, -0.055, -0.038, 0.059, 0.056, 0.025, -0.680, 0.123, 0.077, 0.158, 0.515, -0.395, -0.359, -0.338, -0.640, 0.180, 0.081, 0.139, 0.544, -0.362, -0.291, -0.356, -0.651, 0.110, 0.088, 0.127, 0.478, -0.385, -0.303, -0.360]
}